1.
Density functional theory data (ωB97M-V with the def2-TZVPD basis set) for a single C5H11NOS molecule.

Output
Total charge: 0
Structure (SMILES): C[C@@H](CCS)NC=O
LUMO: 0.027 hartree

Each line ends with the natural charge from an NBO analysis.
Cartesian coordinates (Å):
H  -0.459  1.854  -2.405  0.118
N  -0.953  0.418  -0.995  -0.636
H  0.537  -1.866  1.293  0.221
C  -1.164  1.042  -2.196  0.531
H  1.545  0.225  1.201  0.201
S  2.122  -2.616  -0.306  -0.041
H  2.964  -2.397  0.718  0.112
H  1.940  0.204  -0.435  0.230
C  -0.969  0.785  1.429  -0.632
C  0.760  -1.538  0.285  -0.517
H  -0.583  1.491  2.164  0.227
C  -0.126  0.841  0.156  -0.041
H  -1.130  -0.235  1.758  0.215
O  -2.083  0.623  -2.864  -0.601
H  -1.753  -0.130  -0.710  0.392
C  1.119  -0.065  0.226  -0.431
H  0.139  1.882  -0.045  0.200
H  -1.915  1.280  1.184  0.220
H  0.009  -1.799  -0.458  0.231

---

2.
Density functional theory data (ωB97M-V with the def2-TZVPD basis set) for a single C5H11NOS molecule.

Output
Total charge: 0
LUMO: -0.070 hartree

Each line ends with the natural charge from an NBO analysis.
Cartesian coordinates (Å):
O  1.492  1.323  0.312  -0.734
C  0.337  -1.986  1.010  -0.093
H  0.895  -2.904  1.183  0.212
C  0.664  2.144  -0.422  0.085
C  -1.170  0.472  -0.629  -0.226
S  -1.362  -2.421  1.258  -0.004
H  -1.828  0.503  -1.501  0.188
H  -0.884  1.925  0.795  0.352
C  0.045  -0.493  -0.986  -0.386
N  -0.768  1.787  -0.187  -0.650
H  -0.351  -1.396  -1.478  0.205
H  -1.617  -0.001  0.236  0.198
H  0.726  0.060  -1.620  0.239
C  0.865  -0.935  0.266  -0.509
H  -1.373  -2.182  2.575  0.156
H  0.890  0.048  0.875  0.420
H  0.764  3.207  -0.124  0.163
H  0.800  2.078  -1.526  0.126
H  1.874  -1.229  -0.037  0.256

---

3.
Density functional theory data (ωB97M-V with the def2-TZVPD basis set) for a single C5H11NOS molecule.

Output
Total charge: 0
Structure (SMILES): CSCC[C@H](N)C=O
LUMO: 0.027 hartree

Each line ends with the natural charge from an NBO analysis.
Cartesian coordinates (Å):
H  1.322  -0.141  -2.126  0.230
H  2.273  -2.401  0.347  0.214
H  2.921  -1.574  1.742  0.233
H  -1.442  -1.875  0.782  0.361
H  -0.607  0.103  1.179  0.208
O  -2.393  2.178  0.022  -0.517
H  -3.137  0.625  1.095  0.110
C  -1.185  0.106  0.242  -0.175
H  1.160  -1.641  1.516  0.202
H  -0.964  0.427  -1.858  0.212
C  -0.345  0.513  -0.942  -0.431
H  -1.525  -1.635  -0.802  0.360
N  -1.798  -1.225  0.085  -0.832
H  0.718  -1.363  -1.104  0.208
S  2.194  0.013  0.133  0.197
C  2.117  -1.559  1.017  -0.737
C  0.936  -0.287  -1.113  -0.542
C  -2.336  1.080  0.486  0.458
H  -0.123  1.585  -0.946  0.242

---

4.
Density functional theory data (ωB97M-V with the def2-TZVPD basis set) for C5H11NOS as an isolated structure.

Output
Total charge: 0
LUMO: -0.134 hartree

Each line ends with the natural charge from an NBO analysis.
Cartesian coordinates (Å):
N  0.729  0.947  0.735  -0.282
H  -1.915  0.912  0.553  0.274
C  -1.517  -0.084  0.394  -0.525
H  -4.298  2.104  -1.435  0.121
C  0.532  -1.105  -0.731  -0.436
H  2.559  -0.082  1.108  0.210
O  1.224  -1.187  1.943  -0.725
H  -2.099  -0.624  -0.350  0.254
H  -1.381  -0.624  1.351  0.229
C  1.478  -0.300  -1.365  0.017
C  -0.064  0.153  -0.178  -0.156
H  1.151  -1.492  0.959  0.444
H  -0.357  0.861  -0.970  0.281
H  1.272  0.017  -2.392  0.204
H  2.544  -0.298  -1.093  0.218
H  -0.168  -1.870  -1.030  0.262
H  1.789  0.836  2.466  0.230
S  -3.091  1.554  -1.511  -0.605
C  1.612  0.283  1.544  -0.015

---

The energy of each structure relative to the most stable one, in hartree, is as follows: 1 0.0000; 2 0.1874; 3 0.0100; 4 0.4206.

---

1.
Density functional theory data (ωB97M-V with the def2-TZVPD basis set) for a 2-piece molecular cluster, C5H11NOS overall.

Output
Total charge: 0
LUMO: -0.101 hartree

Each line ends with the natural charge from an NBO analysis.
Cartesian coordinates (Å):
S  2.452  -0.014  0.527  -0.105
C  0.452  -0.552  -1.144  0.021
C  1.702  0.192  -1.135  -0.605
H  1.513  1.250  -1.347  0.237
H  -3.369  -0.325  1.277  0.205
C  -0.794  -1.010  1.410  -0.463
H  2.430  -0.166  -1.869  0.236
H  -0.689  -2.085  1.541  0.206
O  -1.209  1.130  -1.192  -0.530
H  0.216  -0.602  1.321  0.230
N  -1.590  -0.627  0.230  -0.424
C  -0.794  0.055  -0.799  0.556
C  -2.737  0.200  0.555  -0.416
H  -2.424  1.155  1.069  0.190
H  -1.143  -0.511  2.314  0.210
H  -0.001  1.994  1.539  -0.026
H  0.645  2.363  1.523  0.023
H  0.552  -1.631  -1.069  0.228
H  -3.281  0.477  -0.344  0.227

---

2.
Density functional theory data (ωB97M-V with the def2-TZVPD basis set) for a single C5H11NOS molecule.

Output
Total charge: 0
Structure (SMILES): C=[S@](N)(=O)C=C(C)C
LUMO: 0.024 hartree

Each line ends with the natural charge from an NBO analysis.
Cartesian coordinates (Å):
C  -1.243  0.119  0.131  0.083
H  -2.584  0.386  1.491  0.231
C  -2.528  0.785  0.500  -0.650
C  2.323  -1.085  -1.220  -0.931
O  1.507  -0.600  1.275  -0.951
H  1.977  1.966  0.582  0.398
C  -1.107  -1.393  0.301  -0.657
H  1.903  -2.116  -1.180  0.219
N  2.281  1.399  -0.261  -1.062
H  2.353  -0.681  -2.222  0.206
H  -2.077  -1.948  0.012  0.213
H  -3.198  0.450  -0.240  0.220
H  -0.881  -1.693  1.305  0.250
C  -0.166  0.897  0.010  -0.470
H  -0.351  1.940  -0.147  0.229
H  3.351  1.389  -0.301  0.418
S  1.489  -0.027  -0.084  1.812
H  -2.670  1.903  0.449  0.220
H  -0.380  -1.690  -0.402  0.222

---

3.
Density functional theory data (ωB97M-V with the def2-TZVPD basis set) for a 2-piece molecular cluster, C5H11NOS overall.

Output
Total charge: 0
LUMO: -0.143 hartree

Each line ends with the natural charge from an NBO analysis.
Cartesian coordinates (Å):
H  0.510  2.225  3.150  -0.008
H  0.968  2.455  2.590  0.008
H  2.247  -2.073  -0.650  0.211
N  0.033  0.428  -0.458  -0.606
C  -1.301  0.712  -0.258  0.517
H  2.432  -0.540  -1.578  0.220
H  0.223  -1.394  -1.583  0.199
H  -3.591  -1.666  0.332  0.259
S  2.831  -0.104  0.679  -0.211
C  -2.177  -0.370  -0.559  0.100
H  -4.211  -0.344  -0.583  0.283
O  -1.651  1.766  0.263  -0.547
H  0.094  -1.665  0.161  0.196
C  -3.426  -0.603  0.148  -0.710
H  0.908  0.928  -0.225  0.435
H  -1.796  -1.082  -1.298  0.221
C  0.445  -0.948  -0.606  -0.253
H  -3.516  -0.009  1.061  0.265
C  2.032  -0.977  -0.653  -0.580

---

The energy of each structure relative to the most stable one, in hartree, is as follows: 1 0.0000; 2 0.0065; 3 0.0523.

---

1.
Density functional theory data (ωB97M-V with the def2-TZVPD basis set) for an isolated ion of composition C2H8N3 and charge +1.

Output
Total charge: +1
LUMO: -0.141 hartree

Each line ends with the natural charge from an NBO analysis.
Cartesian coordinates (Å):
H  -0.383  -2.196  1.483  0.457
H  0.719  -1.286  2.081  0.430
H  0.848  -0.696  -1.269  0.227
N  -0.423  0.503  -0.221  -0.068
H  0.955  1.122  -1.642  0.272
C  -1.311  1.335  -0.583  -0.102
H  -2.244  1.245  -0.141  0.229
N  -0.742  -0.285  0.759  -0.291
H  1.637  0.540  0.007  0.244
H  -1.003  2.263  -1.112  0.224
N  0.194  -1.317  1.101  -0.582
H  0.834  -1.554  0.349  0.423
C  0.919  0.325  -0.812  -0.464

---

2.
Density functional theory data (ωB97M-V with the def2-TZVPD basis set) for a 2-piece molecular cluster, C2H8N3 overall.

Output
Total charge: +1
LUMO (alpha / beta): -0.192 / -0.186 hartree

Each line ends with the natural charge from an NBO analysis.
Cartesian coordinates (Å):
H  1.803  -1.773  0.726  0.427
N  1.593  1.294  -0.369  -0.741
C  2.085  0.125  0.190  0.405
H  2.335  1.992  -0.723  0.438
N  -1.063  -0.265  -0.110  -0.206
H  -2.808  0.728  -0.720  0.278
H  -2.783  -1.279  -0.339  0.279
C  -2.366  -0.210  -0.040  -0.578
H  0.460  -0.872  0.236  0.428
N  1.423  -0.921  0.505  -0.679
H  3.158  0.009  0.050  0.225
H  -2.614  0.176  1.077  0.295
H  0.679  1.565  -0.552  0.429

---

3.
Density functional theory data (ωB97M-V with the def2-TZVPD basis set) for an isolated ion of composition C2H8N3 and charge +1.

Output
Total charge: +1
Structure (SMILES): CNC(N)=[NH2+]
LUMO: -0.119 hartree

Each line ends with the natural charge from an NBO analysis.
Cartesian coordinates (Å):
H  0.892  1.189  -0.993  0.431
C  0.859  -0.862  -1.299  -0.432
H  -1.273  1.627  1.766  0.428
H  -1.232  -0.891  1.739  0.424
N  -0.392  -0.656  1.227  -0.768
H  1.510  -1.386  -0.621  0.204
H  1.346  -0.710  -2.253  0.253
N  -0.842  1.545  0.860  -0.744
H  0.000  -1.506  -1.491  0.222
H  0.073  -1.529  1.034  0.424
C  -0.358  0.401  0.402  0.675
N  0.365  0.378  -0.706  -0.549
H  -0.946  2.397  0.335  0.431

---

4.
Density functional theory data (ωB97M-V with the def2-TZVPD basis set) for a 2-piece molecular cluster, C2H8N3 overall.

Output
Total charge: +1
LUMO (alpha / beta): -0.187 / -0.206 hartree

Each line ends with the natural charge from an NBO analysis.
Cartesian coordinates (Å):
N  -0.903  -2.419  -2.050  -0.191
H  -0.072  -0.805  1.050  0.436
H  -0.427  0.336  -1.696  0.239
H  1.470  1.070  1.040  0.261
H  0.244  1.178  2.214  0.254
H  1.698  -0.523  -1.635  0.057
H  -1.462  -0.018  0.746  0.460
N  -0.945  -1.493  -1.253  -0.183
N  -0.397  -0.016  0.525  -0.543
H  0.016  2.079  0.658  0.245
C  -0.265  -0.408  -1.012  0.064
H  -1.608  -3.108  -1.814  0.353
C  0.401  1.108  1.095  -0.452

---

The energy of each structure relative to the most stable one, in hartree, is as follows: 1 0.1998; 2 0.1914; 3 0.0000; 4 0.2751.